[1]
89
Properties=species:S:1:pos:R:3:lowdin_charge:R:1 method="wB97M-V/def2-TZVPD" fmax_ev_per_a=0.57 total_energy_ev=-139235.845 smiles="FC(F)(F)C(F)(F)C(F)(F)[SiH2]I.CCOS(C)(=O)=O.CCOS(C)(=O)=O.CCOS(C)(=O)=O.CCOS(C)(=O)=O.CCOS(C)(=O)=O" e_homo_ev=-9.7485 total_charge=0 gap_ev=10.2
F 7.31 -1.26 -1.41 0.179
C 6.99 -1.46 -2.69 -0.564
F 6.69 -0.28 -3.23 0.158
F 8.04 -1.96 -3.31 0.189
C 5.78 -2.44 -2.84 -0.390
F 6.26 -3.70 -2.68 0.149
F 5.33 -2.32 -4.12 0.106
C 4.56 -2.21 -1.91 -0.537
F 3.83 -3.38 -2.01 -0.011
F 4.98 -2.12 -0.61 0.049
Si 3.39 -0.71 -2.39 0.305
I 1.38 -1.56 -3.45 0.505
H 3.06 -0.02 -1.14 -0.047
H 4.12 0.18 -3.30 -0.049
C 1.54 -5.45 -0.74 -0.069
C 0.68 -6.04 -1.84 -0.237
O -0.67 -6.33 -1.40 -0.258
S -1.66 -5.11 -1.23 0.558
C -3.16 -6.02 -1.10 -0.115
O -1.65 -4.34 -2.44 -0.287
O -1.40 -4.46 0.02 -0.290
H 1.19 -4.46 -0.46 0.069
H 2.57 -5.36 -1.10 0.070
H 1.53 -6.08 0.14 0.085
H 0.64 -5.40 -2.71 0.109
H 1.07 -7.01 -2.15 0.123
H -3.35 -6.53 -2.04 0.077
H -3.94 -5.30 -0.88 0.083
H -3.06 -6.72 -0.27 0.051
C 3.42 5.02 -4.17 -0.072
C 3.64 4.91 -2.68 -0.250
O 2.42 5.04 -1.92 -0.260
S 1.42 3.81 -1.91 0.562
C 0.39 4.33 -0.59 -0.108
O 2.16 2.64 -1.52 -0.306
O 0.67 3.78 -3.13 -0.270
H 2.84 4.19 -4.56 0.070
H 4.39 5.03 -4.68 0.080
H 2.89 5.94 -4.42 0.084
H 4.13 3.98 -2.41 0.111
H 4.26 5.73 -2.32 0.122
H 0.98 4.36 0.32 0.082
H -0.40 3.59 -0.51 0.060
H -0.01 5.31 -0.83 0.054
C 1.24 9.34 3.01 -0.072
C -0.05 8.82 2.41 -0.247
O -0.43 9.52 1.20 -0.264
S 0.37 9.17 -0.12 0.567
C -0.72 9.94 -1.26 -0.118
O 0.35 7.75 -0.31 -0.278
O 1.62 9.86 -0.13 -0.269
H 2.09 9.13 2.37 0.072
H 1.41 8.86 3.98 0.082
H 1.19 10.42 3.16 0.085
H 0.00 7.75 2.21 0.112
H -0.88 9.00 3.09 0.121
H -1.68 9.42 -1.24 0.076
H -0.26 9.85 -2.24 0.079
H -0.83 10.98 -0.99 0.076
C -3.92 2.82 1.12 -0.070
C -3.44 1.75 2.09 -0.251
O -3.09 0.51 1.43 -0.264
S -1.71 0.46 0.64 0.565
C -1.64 -1.28 0.41 -0.125
O -0.67 0.89 1.52 -0.280
O -1.88 1.11 -0.62 -0.277
H -3.12 3.14 0.45 0.063
H -4.27 3.68 1.69 0.081
H -4.73 2.44 0.51 0.086
H -2.58 2.09 2.68 0.113
H -4.23 1.47 2.78 0.121
H -1.54 -1.76 1.37 0.074
H -0.78 -1.50 -0.22 0.069
H -2.55 -1.60 -0.10 0.079
C -5.00 -9.47 3.49 -0.072
C -4.72 -8.54 4.65 -0.246
O -3.54 -7.73 4.46 -0.262
S -3.65 -6.50 3.45 0.568
C -2.16 -5.69 3.90 -0.112
O -4.78 -5.71 3.81 -0.271
O -3.53 -6.97 2.10 -0.282
H -5.26 -8.92 2.59 0.071
H -5.83 -10.13 3.74 0.082
H -4.12 -10.08 3.27 0.085
H -5.57 -7.89 4.85 0.114
H -4.51 -9.10 5.55 0.122
H -2.24 -5.35 4.93 0.076
H -2.04 -4.85 3.22 0.073
H -1.33 -6.39 3.78 0.079

---

[2]
81
Properties=species:S:1:pos:R:3:lowdin_charge:R:1 method="wB97M-V/def2-TZVPD" fmax_ev_per_a=1.15 total_energy_ev=-81954.518 e_homo_ev=-5.2585 total_charge=-1 gap_ev=7.3
C 5.33 0.91 -0.39 -0.091
C 5.00 0.91 -1.89 -0.315
N 4.28 -0.32 -2.30 -0.250
P 2.64 -0.04 -2.83 0.848
N 2.17 0.89 -1.44 -0.160
O 2.79 1.13 -3.97 -0.302
C 5.05 -1.26 -3.16 -0.511
P 6.90 -1.09 -3.09 0.975
P 7.72 -2.25 -1.43 0.277
O 7.37 -3.65 -1.16 -0.315
O 9.30 -2.11 -1.78 -0.215
O 7.59 -1.28 -0.15 -0.196
C 4.75 -0.90 -4.69 -0.776
O 4.01 -1.68 -5.28 0.018
O 5.27 0.19 -5.01 -0.074
C 4.66 -2.72 -2.96 -0.458
O 5.32 -3.64 -3.37 0.091
N 3.41 -2.97 -2.32 0.158
C 3.33 -2.63 -0.97 -0.529
O 4.18 -2.50 -0.16 0.168
F 2.01 -2.47 -0.62 0.061
H 6.30 1.36 -0.18 0.062
H 4.55 1.45 0.16 0.057
H 5.30 -0.11 0.00 0.047
H 4.34 1.76 -2.06 0.076
H 5.87 1.09 -2.51 0.059
H 1.16 0.83 -1.38 0.005
H 2.40 1.87 -1.53 0.025
H 3.71 1.35 -4.20 0.033
H 7.26 -2.02 -4.07 -0.023
H 9.51 -1.21 -2.07 0.049
H 8.32 -1.46 0.46 0.077
H 3.09 -3.90 -2.53 0.161
C -4.16 -4.37 3.63 -0.122
O -3.02 -3.67 4.08 -0.191
C -1.79 -4.37 3.95 -0.217
C -0.93 -3.82 2.84 -0.218
N -1.49 -4.12 1.53 -0.051
C -0.86 -3.41 0.41 -0.191
C -0.82 -1.89 0.41 -0.218
O -2.09 -1.27 0.22 -0.180
C -2.93 -1.22 1.35 -0.104
H -5.03 -3.85 4.02 0.086
H -4.23 -4.38 2.53 0.074
H -4.17 -5.40 3.99 0.086
H -1.97 -5.44 3.82 0.120
H -1.25 -4.24 4.89 0.120
H 0.06 -4.29 2.91 0.127
H -0.79 -2.75 3.02 0.105
H -2.48 -3.91 1.53 0.063
H -1.38 -3.72 -0.50 0.124
H 0.17 -3.77 0.32 0.105
H -0.21 -1.58 -0.43 0.106
H -0.34 -1.48 1.31 0.118
H -2.36 -1.07 2.27 0.092
H -3.54 -2.13 1.44 0.073
H -3.61 -0.38 1.21 0.064
C -6.64 6.46 0.50 -0.118
O -6.12 5.87 1.68 -0.190
C -6.63 4.58 1.98 -0.219
C -5.62 3.48 1.71 -0.221
N -5.40 3.30 0.29 -0.050
C -4.26 2.44 -0.06 -0.191
C -2.87 2.81 0.44 -0.222
O -2.30 3.96 -0.17 -0.173
C -2.76 5.20 0.32 -0.105
H -6.38 7.52 0.53 0.088
H -6.22 6.03 -0.41 0.075
H -7.73 6.37 0.46 0.086
H -7.56 4.39 1.44 0.120
H -6.85 4.58 3.05 0.120
H -6.01 2.55 2.13 0.124
H -4.71 3.73 2.26 0.104
H -5.28 4.20 -0.16 0.066
H -4.21 2.40 -1.15 0.125
H -4.49 1.43 0.28 0.099
H -2.21 1.98 0.18 0.121
H -2.83 2.90 1.54 0.114
H -2.94 5.17 1.40 0.088
H -3.67 5.53 -0.18 0.070
H -1.98 5.93 0.12 0.088